Record 1
6
Properties=species:S:1:pos:R:3 method="wB97M-V/def2-TZVPD" de_lowest_kcal_mol=42.84 e_lumo_ev=1.21 e_homo_ev=-10.336 max_force_ev_per_a=6.84 charge=0
C 0.55 0.44 0.03
C -0.53 -0.29 -0.12
F -1.82 -0.01 -0.10
H 1.57 0.06 0.19
H 0.54 1.55 -0.16
H -0.31 -1.75 0.17



Record 2
6
Properties=species:S:1:pos:R:3 method="wB97M-V/def2-TZVPD" de_lowest_kcal_mol=13.10 smiles="C=CF" e_lumo_ev=1.31 e_homo_ev=-10.153 max_force_ev_per_a=4.73 charge=0
C 0.55 0.46 0.01
C -0.46 -0.38 0.02
F -1.74 -0.02 0.02
H 1.56 0.09 0.00
H 0.40 1.52 0.00
H -0.32 -1.66 -0.06



Record 3
8
Properties=species:S:1:pos:R:3 method="wB97M-V/def2-TZVPD" de_lowest_kcal_mol=44.78 e_lumo_ev="-1.70 / -1.70" e_homo_ev="-9.499 / -9.499" max_force_ev_per_a=3.08 charge=0
C -0.61 -0.39 0.45
C 0.17 0.54 -0.47
F -0.73 -1.51 -0.34
F 0.09 1.88 -0.15
I 2.80 -0.05 0.13
H -1.57 -0.03 0.57
H -0.07 -0.73 1.38
H -0.08 0.29 -1.56



Record 4
10
Properties=species:S:1:pos:R:3 method="wB97M-V/def2-TZVPD" de_lowest_kcal_mol=13.04 e_lumo_ev=4.11 e_homo_ev=-4.583 max_force_ev_per_a=4.81 charge=-1
C -1.21 0.04 -0.01
C 0.13 -0.54 0.34
O 0.59 -0.59 1.58
O 1.30 1.71 0.47
F 0.31 -1.73 -0.39
F 1.62 0.32 -1.60
S 1.61 0.31 0.22
H -1.01 0.19 -1.17
H -1.37 0.98 0.53
H -1.95 -0.68 0.03



Record 5
13
Properties=species:S:1:pos:R:3 method="wB97M-V/def2-TZVPD" de_lowest_kcal_mol=11.56 e_lumo_ev=3.29 e_homo_ev=-4.485 max_force_ev_per_a=3.39 charge=-1
C 1.64 -1.23 0.85
C -1.03 0.26 0.56
O -1.94 2.77 -1.12
O -2.44 0.78 -2.26
O 0.14 -0.81 -1.53
O 1.24 1.07 -0.38
F -1.64 -1.00 0.85
F -0.57 0.63 1.85
S -1.39 1.52 -1.61
S 0.50 -0.15 -0.32
H 2.21 -1.97 0.34
H 2.27 -0.45 1.11
H 0.99 -1.43 1.66



Record 6
9
Properties=species:S:1:pos:R:3 method="wB97M-V/def2-TZVPD" de_lowest_kcal_mol=73.03 smiles="CC(F)(F)P=O" e_lumo_ev=-1.04 e_homo_ev=-9.807 max_force_ev_per_a=5.40 charge=0
C -0.94 0.10 -0.04
C 0.45 -0.59 -0.05
F 0.77 -0.95 1.28
F 0.45 -1.72 -0.74
P 1.90 0.57 -0.49
O 1.40 1.82 -0.09
H -1.67 -0.54 0.68
H -1.46 0.29 -0.91
H -0.90 1.02 0.37



Record 7
8
Properties=species:S:1:pos:R:3 method="wB97M-V/def2-TZVPD" de_lowest_kcal_mol=86.35 e_lumo_ev=0.24 e_homo_ev=-10.481 max_force_ev_per_a=4.55 charge=0
C -0.17 0.02 -0.63
C -1.53 0.36 -0.24
F -2.09 -0.85 1.00
F -2.49 0.53 -1.09
P -0.29 1.38 0.76
H 0.29 -0.90 -0.39
H -0.09 0.43 -1.64
H -0.42 0.25 1.80



Record 8
9
Properties=species:S:1:pos:R:3 method="wB97M-V/def2-TZVPD" de_lowest_kcal_mol=50.86 smiles=FP(F)S.C#C e_lumo_ev=0.72 e_homo_ev=-9.952 max_force_ev_per_a=1.36 charge=0
F 0.74 3.23 -2.46
P 0.68 1.85 -1.63
F 2.06 2.20 -0.87
S -0.69 2.49 -0.15
H -1.28 1.30 -0.11
C 1.05 -0.52 0.23
C 0.00 -0.96 -0.15
H 1.95 -0.11 0.57
H -0.87 -1.43 -0.51



Record 9
10
Properties=species:S:1:pos:R:3 method="wB97M-V/def2-TZVPD" de_lowest_kcal_mol=86.07 e_lumo_ev=1.02 e_homo_ev=-8.920 max_force_ev_per_a=3.87 charge=0
C 0.39 1.16 0.04
C -2.61 -0.26 -0.22
N 0.25 -1.07 0.68
N 0.55 0.01 0.26
F -3.84 -0.25 -0.63
F -2.41 0.80 0.57
F -2.36 -1.24 0.60
H 0.45 1.79 -0.75
H -1.99 -0.16 -1.09
H 0.88 -1.59 1.30



Record 10
11
Properties=species:S:1:pos:R:3 method="wB97M-V/def2-TZVPD" de_lowest_kcal_mol=117.87 e_lumo_ev="-0.14 / -0.14" e_homo_ev="-8.569 / -8.565" max_force_ev_per_a=8.95 charge=0
N 0.43 -0.53 1.16
C 0.05 0.39 0.35
N 1.08 1.54 -0.56
F 2.37 1.03 -0.49
C -1.38 0.85 0.06
O -1.48 2.12 -0.51
F -2.29 0.91 1.05
F -1.80 -0.23 -0.71
H -0.30 -1.37 1.17
H 1.42 -0.74 1.32
H -0.86 2.32 -1.19



Copy entry 5 word for word.
13
Properties=species:S:1:pos:R:3 method="wB97M-V/def2-TZVPD" de_lowest_kcal_mol=11.56 e_lumo_ev=3.29 e_homo_ev=-4.485 max_force_ev_per_a=3.39 charge=-1
C 1.64 -1.23 0.85
C -1.03 0.26 0.56
O -1.94 2.77 -1.12
O -2.44 0.78 -2.26
O 0.14 -0.81 -1.53
O 1.24 1.07 -0.38
F -1.64 -1.00 0.85
F -0.57 0.63 1.85
S -1.39 1.52 -1.61
S 0.50 -0.15 -0.32
H 2.21 -1.97 0.34
H 2.27 -0.45 1.11
H 0.99 -1.43 1.66